#P
The following is a quantum chemistry calculation of a cluster of 2 separate species, C3H11NO in total, from the OMol25 dataset.

The SMILES is CC(C)O.N. The orbital gap is 10.5 eV. The HOMO energy is -9.6 eV. As for the spin multiplicity: 1.

Geometry (Å):
C 1.40417 0.46538 0.15583
C 0.04349 0.78647 -0.43070
H 1.32918 0.18469 1.21994
H 2.05892 1.34475 0.09717
O -0.80716 -0.36118 -0.46582
H 0.59435 0.48565 -2.52506
H -0.84307 1.52101 -2.27426
H -0.46205 1.56668 0.17106
C 0.15188 1.28435 -1.87694
H -0.96274 -2.81148 1.95220
H 0.13072 -1.74634 2.48141
H 1.86581 -0.34501 -0.39076
N -0.76829 -1.78743 2.09617
H -1.42534 -1.47446 2.78165
H 0.79101 2.21041 -1.95680
H -0.83865 -0.75156 0.40761

#Q
The following is a quantum chemistry calculation of a cluster of 2 separate species, C3H11NO in total, from the OMol25 dataset.

The SMILES is CNO.CC. The orbital gap is 9.7 eV. The HOMO energy is -8.7 eV. As for the spin multiplicity: 1.

Geometry (Å):
H 3.08164 -1.75945 1.46449
H 1.76086 -0.34807 -0.11529
C -2.71046 1.11711 -1.07445
H -1.68738 0.77308 -1.24769
C 3.46368 -0.78132 1.16951
H 3.22645 0.60498 -0.46644
H -2.67131 2.16264 -0.75027
H -3.28673 1.08691 -2.00503
H 3.28826 -0.01681 1.92619
N -3.18773 0.38976 0.08373
O -4.09577 -0.59260 -0.28499
H 3.02878 -1.13903 -0.91923
C 2.84958 -0.37257 -0.16532
H 4.55219 -0.80439 1.11767
H -3.78102 1.01289 0.95247
H -3.83104 -1.33314 0.31466

Energy ordering: #P at the bottom, the next structure 3.031 eV above.

#P
The following is a quantum chemistry calculation of a cluster of 2 separate species, C7H14O2 in total, from the OMol25 dataset.

The SMILES is COC(C)=O.C=C(C)C. The orbital gap is 9.9 eV. The HOMO energy is -9.1 eV. As for the spin multiplicity: 1.

Geometry (Å):
H -0.86129 2.73355 0.16048
O -1.97404 0.08786 1.68745
H -1.95665 -1.18604 -1.32535
H 3.44921 -1.76421 -0.90766
H -2.17707 2.34540 1.30161
C -1.85624 -0.00095 0.46980
H 0.58001 -0.93455 1.38721
H 3.63718 0.69331 -1.06786
H -2.55653 3.04494 -0.29489
C 2.50095 -1.73257 -0.37127
H 2.65712 -2.14914 0.62545
H 0.59519 0.82361 1.05490
O -2.00089 1.08996 -0.34970
H 0.33331 -0.42317 -0.47067
C 2.62212 0.74374 -0.69824
C -2.30458 -1.23043 -0.29571
C 0.51166 -0.16552 0.61932
H -1.94025 -2.12292 0.20808
H 2.25852 1.74101 -0.49552
H -3.39415 -1.26047 -0.30740
C -1.89091 2.37434 0.24875
C 1.98025 -0.33579 -0.28709
H 1.78708 -2.37195 -0.89170

#Q
The following is a quantum chemistry calculation of a cluster of 2 separate species, C7H14O2 in total, from the OMol25 dataset.

The SMILES is C=C(C)C(C)C.O=CO. The orbital gap is 10.0 eV. The HOMO energy is -9.2 eV. As for the spin multiplicity: 1.

Geometry (Å):
C -0.79494 -1.73476 -1.07826
H -1.44666 0.31784 1.51735
C -0.54965 2.93712 -0.45588
H 2.37579 -0.80287 1.75689
H -1.79683 -2.08804 -1.30640
H 1.49037 0.35321 -1.61657
H -0.32877 3.25227 0.57375
H -1.90307 2.28365 -1.52623
H 1.37307 -2.19852 1.32537
C 1.82931 -0.30336 -0.80771
H 0.67534 0.70079 0.64943
H -2.23071 -1.24506 1.25757
C -1.74791 -0.40319 0.75115
H 0.74506 -0.95007 2.41601
C -0.57399 -0.87691 -0.06657
H 0.00415 -2.13170 -1.69443
H 2.78591 0.09108 -0.44672
O -1.83911 2.59974 -0.60022
H 2.02495 -1.29422 -1.22857
C 1.35416 -1.12112 1.52145
H -2.48712 0.08742 0.10890
O 0.24233 2.86741 -1.37815
C 0.79832 -0.34068 0.32781

#R
The following is a quantum chemistry calculation of a structure of composition C7H14O2, from the OMol25 dataset.

The orbital gap is 8.0 eV. The HOMO energy is -8.5 eV. As for the spin multiplicity: 1.

Geometry (Å):
H -0.89591 2.28496 -1.28272
H -0.33009 -1.32300 -0.70935
H -2.41048 2.98876 0.14432
H -0.83635 0.74326 -2.14325
H 2.12126 -2.20772 -0.10424
C 1.07680 -0.64623 0.94738
C -2.29791 2.42067 1.05534
O 1.78059 -0.15593 -1.79388
H 1.13760 -2.77031 1.27276
O 1.15034 -1.24328 -2.45774
C -1.08322 0.54721 -0.04343
C -0.64546 1.23959 -1.19808
H -2.74939 2.83717 1.94413
H 0.78097 0.57126 -1.46670
H -1.12259 -1.35316 0.92850
H -1.57874 0.73417 2.04544
H 0.75660 -0.37161 1.94989
H 2.65379 -1.93974 1.56434
H 1.27487 -1.02550 -3.39423
C -0.55342 -0.77556 0.20534
H 1.66030 0.17600 0.54188
C -1.67218 1.24377 1.09138
C 1.78263 -1.97479 0.90292

#S
The following is a quantum chemistry calculation of an isolated molecule of C7H14O2, from the OMol25 dataset.

The SMILES is CC[C@@](C)(O)C1(O)CC1. The orbital gap is 10.5 eV. The HOMO energy is -9.7 eV. As for the spin multiplicity: 1.

Geometry (Å):
H -0.69415 -2.52789 0.37864
H -1.94484 -1.93154 -0.72674
H -0.95868 2.58799 -1.80571
O -0.34733 0.48932 1.92423
C -0.34862 -0.51439 -0.31252
H 0.15590 2.31181 -0.46567
C -1.28478 -1.66011 0.09591
H -1.91482 0.96046 -0.12412
H 2.28986 0.43036 -0.20698
C -1.18612 0.65446 -0.87655
H 1.83122 -1.80602 0.82505
H -0.51147 1.41506 1.71046
H 0.08859 -1.32453 -2.02158
H -1.88422 -1.35601 0.94882
H -1.74433 0.28081 -1.74018
C 0.44841 -0.07706 0.92330
C 1.58623 -0.92800 1.39955
C -0.33711 1.84313 -1.31368
H 2.17600 1.21469 1.43168
H 0.43053 1.51458 -2.01012
C 1.86051 0.41248 0.78070
O 0.58459 -0.95880 -1.28079
H 1.70463 -1.03081 2.46631

Energy ordering: #Q at the bottom, the next structure 0.283 eV above.

#P
The following is a quantum chemistry calculation of the ion C4H9NO with charge -1, from the OMol25 dataset.

The orbital gap (alpha / beta) is 2.7 / 6.6 eV. As for the total charge: -1. The HOMO energy (alpha / beta) is 1.2 / -2.9 eV. As for the spin multiplicity: 2.

Geometry (Å):
H 2.33535 -2.00149 0.41586
H 0.38707 -0.67822 1.83725
H -3.38368 1.49315 -0.61248
H -2.10864 0.38620 1.06117
O 2.51171 -0.27314 -0.44616
H 0.25123 1.27452 0.60272
H 0.21786 0.36251 -0.98522
H -2.09557 2.34023 -0.41898
C -0.16090 0.29252 0.08882
H 0.07490 -1.87567 0.35782
C 1.87919 -1.04901 0.27409
C 0.41232 -0.88760 0.71343
C -1.72903 0.34673 0.08460
H -2.04180 -0.67976 -0.33423
N -2.30570 1.33539 -0.76004

#Q
The following is a quantum chemistry calculation of a cluster of 2 separate species, C4H9NO in total, from the OMol25 dataset.

The orbital gap (alpha / beta) is 6.6 / 5.6 eV. As for the total charge: -1. The HOMO energy (alpha / beta) is -2.8 / -2.8 eV. As for the spin multiplicity: 2.

Geometry (Å):
H -1.73946 1.38996 0.22073
H -1.16073 0.30735 1.25837
N -0.85989 1.08139 0.68168
H 2.30676 -0.87559 1.75310
H 1.22438 -1.16662 -1.84622
H 0.93404 0.27573 2.10916
C 1.29946 -0.55215 1.50473
H -0.74299 -0.11842 -1.00996
C 1.07328 -0.38314 0.12596
C -0.06279 0.48560 -0.39710
H 0.26443 1.30360 -1.04413
C 1.66060 -1.17215 -0.85733
H -3.73082 0.67062 -0.76530
H 2.36377 -1.95849 -0.61389
O -2.83005 0.71232 -1.11980

Energy ordering: #Q at the bottom, the next structure 0.284 eV above.

#P
The following is a quantum chemistry calculation of an isolated molecule of C2H4, from the OMol25 dataset.

The SMILES is C=C. The orbital gap is 11.6 eV. The HOMO energy is -10.2 eV. As for the spin multiplicity: 1.

Geometry (Å):
C -0.27976 -0.22452 -0.56051
H -1.29614 -0.48782 -0.21329
H -0.19633 -0.15028 -1.70395
C 0.40945 0.21028 0.49742
H -0.01554 0.06218 1.45138
H 1.37833 0.59016 0.52895

#Q
The following is a quantum chemistry calculation of an isolated molecule of C2H4, from the OMol25 dataset.

The SMILES is C=C. The orbital gap is 11.7 eV. The HOMO energy is -10.3 eV. As for the spin multiplicity: 1.

Geometry (Å):
H -1.23819 0.68178 -0.59065
H -1.19910 -0.89036 0.34092
C 0.65239 0.05574 0.06669
H 1.23813 -0.68152 0.59108
H 1.19916 0.89012 -0.34134
C -0.65235 -0.05589 -0.06695

Energy ordering: #Q at the bottom, the next structure 0.427 eV above.